Entry from the Open Molecules 2025 dataset: a molecular structure, C31H29I2N4O4PS4Y (ωB97M-V with the def2-TZVPD basis set).

Calculated values
**Net charge**: -1
**E**: -4286.682375 Eh
**Orbital gap**: 6.4 eV
**LUMO level**: 0.0716 Ha
**Energy above the lowest of the compared OMol25 structures with the same formula, charge and spin**: 288.2 kJ/mol

Geometry (Å):
Y: 0.40 0.12 0.32
O: -1.36 0.96 -0.78
C: -1.84 2.12 -0.99
C: -1.87 2.41 -2.48
C: -2.72 3.45 -2.88
C: -2.76 3.88 -4.19
C: -1.90 3.31 -5.12
C: -1.03 2.30 -4.73
C: -1.02 1.81 -3.43
P: 0.08 0.43 -2.92
C: 1.23 0.32 -4.36
C: 0.97 -0.33 -5.57
C: 1.90 -0.33 -6.59
C: 3.11 0.33 -6.43
C: 3.38 0.99 -5.24
C: 2.45 0.98 -4.22
C: -0.97 -1.05 -3.19
C: -2.35 -1.01 -3.04
C: -3.12 -2.16 -3.15
C: -2.51 -3.37 -3.43
C: -1.13 -3.43 -3.57
C: -0.36 -2.29 -3.43
H: -3.33 3.90 -2.11
H: -3.44 4.67 -4.49
H: -1.89 3.66 -6.14
H: -0.36 1.88 -5.47
H: 0.02 -0.85 -5.70
H: 1.68 -0.84 -7.52
H: 3.84 0.33 -7.23
H: 4.33 1.51 -5.11
H: 2.67 1.49 -3.28
H: -2.84 -0.06 -2.82
H: -4.19 -2.11 -3.02
H: -3.10 -4.27 -3.53
H: -0.64 -4.38 -3.77
H: 0.72 -2.35 -3.50
C: -3.01 -4.60 0.11
C: -2.29 -3.28 0.16
N: -2.88 -2.19 0.44
O: -4.24 -2.38 0.69
C: -0.83 -3.20 -0.16
C: -0.04 -4.44 -0.43
N: -0.31 -2.04 -0.16
O: 0.99 -1.87 -0.48
H: -3.73 -4.59 -0.72
H: -3.59 -4.74 1.02
H: -2.33 -5.43 -0.03
H: -4.52 -1.49 0.92
H: -0.08 -5.11 0.43
H: 0.99 -4.16 -0.62
H: -0.43 -4.98 -1.29
O: -2.01 3.42 6.43
C: -1.56 2.85 5.47
S: -1.87 1.15 5.09
C: -0.92 1.09 3.61
C: -0.29 2.22 3.22
S: 0.80 2.42 1.88
S: -0.53 3.62 4.25
S: -0.88 -0.45 2.79
C: 3.93 4.52 -1.21
C: 3.67 3.06 -1.02
C: 4.49 1.96 -1.12
C: 3.68 0.85 -0.79
N: 2.45 1.26 -0.52
N: 2.45 2.60 -0.69
C: 4.06 -0.59 -0.72
H: 4.96 4.67 -1.52
H: 3.75 5.07 -0.29
H: 3.27 4.94 -1.98
H: 5.53 1.96 -1.38
H: 1.64 3.13 -0.41
H: 4.61 -0.88 -1.62
H: 3.18 -1.22 -0.64
H: 4.68 -0.78 0.15
I: 1.59 -1.25 3.03
I: 4.37 -2.17 3.03

Entry from the Open Molecules 2025 dataset: a molecular structure, C31H29IrN7O6S2 (ωB97M-V with the def2-TZVPD basis set).

Calculated values
**Expectation value of S²**: 8.768
**Spin multiplicity**: 6
**Net charge**: +2
**E**: -2933.540913 Eh
**Orbital gap (alpha / beta)**: 6.9 / 6.3 eV
**LUMO level (alpha / beta)**: -0.2234 / -0.2705 Ha
**Energy above the lowest of the compared OMol25 structures with the same formula, charge and spin**: 71.7 kJ/mol

Geometry (Å):
Ir: -0.43 0.51 -0.99
C: 2.87 -1.22 -3.74
O: 2.85 0.25 -3.80
C: 2.04 0.60 -2.83
N: 1.64 -0.29 -1.99
C: 2.52 -1.47 -2.28
C: 2.06 -2.86 -1.94
C: 0.84 -3.15 -1.35
C: 0.51 -4.46 -1.05
C: 1.38 -5.49 -1.33
C: 2.61 -5.21 -1.91
C: 2.95 -3.90 -2.20
C: 1.71 2.03 -2.66
C: 2.23 3.07 -3.40
C: 1.89 4.37 -3.04
C: 1.05 4.59 -1.96
C: 0.56 3.49 -1.28
N: 0.89 2.25 -1.63
C: -0.36 3.50 -0.14
N: -0.86 2.42 0.31
C: -1.75 2.76 1.44
C: -1.55 4.29 1.56
O: -0.68 4.64 0.45
C: -1.40 1.99 2.69
C: -2.41 1.38 3.43
C: -2.11 0.70 4.60
C: -0.80 0.63 5.05
C: 0.21 1.24 4.31
C: -0.09 1.92 3.15
H: 3.86 -1.54 -4.04
H: 2.11 -1.58 -4.43
H: 3.43 -1.28 -1.69
H: 0.13 -2.36 -1.14
H: -0.46 -4.68 -0.61
H: 1.12 -6.52 -1.11
H: 3.31 -6.00 -2.13
H: 3.92 -3.69 -2.64
H: 2.89 2.87 -4.24
H: 2.28 5.21 -3.60
H: 0.78 5.59 -1.65
H: -2.77 2.52 1.15
H: -1.04 4.59 2.48
H: -2.47 4.86 1.44
H: -3.44 1.45 3.09
H: -2.90 0.25 5.19
H: -0.56 0.12 5.97
H: 1.24 1.20 4.67
H: 0.71 2.40 2.59
C: -1.91 -2.12 2.49
C: -1.21 -1.25 1.50
N: -1.77 -0.60 0.55
N: -3.11 -0.69 0.36
C: -3.79 0.18 -0.45
N: -5.14 0.06 -0.41
S: -3.07 1.24 -1.53
C: 0.26 -1.08 1.63
C: 1.00 -1.76 2.58
C: 2.35 -1.48 2.69
C: 2.91 -0.52 1.87
C: 2.11 0.10 0.93
N: 0.82 -0.18 0.80
H: -2.99 -2.00 2.51
H: -1.55 -1.88 3.49
H: -1.69 -3.18 2.29
H: -3.62 -1.39 0.87
H: -5.58 -0.70 0.09
H: -5.69 0.48 -1.14
H: 0.54 -2.50 3.22
H: 2.96 -2.01 3.42
H: 3.96 -0.26 1.95
H: 2.51 0.84 0.25
O: -1.81 -1.00 -4.66
S: -1.72 -0.32 -3.42
O: -3.10 0.39 -3.15
O: -1.47 -1.15 -2.21
O: -0.71 0.77 -3.31

Entry from the Open Molecules 2025 dataset: a molecular structure, C31H29N7TeY (ωB97M-V with the def2-TZVPD basis set).

Calculated values
**Net charge**: +1
**E**: -1888.275928 Eh
**Orbital gap**: 7.0 eV
**LUMO level**: -0.1260 Ha
**Energy above the lowest of the compared OMol25 structures with the same formula, charge and spin**: 46.5 kJ/mol

Geometry (Å):
Y: 0.28 -0.34 -0.56
C: 1.16 0.46 1.79
C: 0.95 -0.92 1.94
C: 1.89 -1.58 1.12
C: 2.69 -0.60 0.49
C: 2.23 0.67 0.90
H: 0.63 1.24 2.32
H: 0.24 -1.40 2.60
H: 2.01 -2.65 1.00
H: 3.51 -0.81 -0.17
H: 2.65 1.61 0.58
N: -1.51 -4.44 -1.78
C: -1.57 -3.40 -0.95
N: -0.50 -2.65 -1.12
C: 0.18 -3.29 -2.12
N: -0.40 -4.38 -2.55
C: 1.41 -2.73 -2.68
C: 2.22 -3.43 -3.57
N: 3.31 -2.88 -4.10
C: 3.59 -1.63 -3.74
C: 2.79 -0.93 -2.84
N: 1.71 -1.48 -2.30
H: -2.17 -5.19 -1.90
H: -2.37 -3.25 -0.25
H: 1.97 -4.44 -3.85
H: 4.47 -1.17 -4.17
H: 3.04 0.08 -2.55
C: 0.31 3.20 0.10
N: -0.35 2.05 -0.50
C: -1.46 2.28 -1.11
C: -2.09 1.30 -1.92
C: -3.28 1.37 -2.64
C: -3.38 0.17 -3.35
C: -2.24 -0.57 -3.02
N: -1.44 0.10 -2.17
C: 1.43 3.74 -0.78
C: 1.83 3.10 -1.95
C: 2.88 3.60 -2.71
C: 3.55 4.74 -2.30
C: 3.15 5.39 -1.14
C: 2.10 4.89 -0.39
H: 0.74 2.91 1.05
H: -0.40 4.00 0.30
H: -1.95 3.26 -1.04
H: -3.98 2.19 -2.65
H: -4.17 -0.13 -4.02
H: -1.96 -1.55 -3.39
H: 1.28 2.24 -2.31
H: 3.17 3.11 -3.63
H: 4.37 5.14 -2.89
H: 3.66 6.29 -0.82
H: 1.80 5.40 0.52
C: -2.35 0.61 2.85
Te: -2.59 -0.56 1.08
C: -2.36 -2.27 2.36
C: -2.26 -1.73 3.77
C: -2.18 -2.62 4.84
C: -2.08 -2.14 6.14
C: -2.06 -0.77 6.37
C: -2.15 0.11 5.30
C: -2.25 -0.36 4.00
H: -3.21 1.27 2.95
H: -1.45 1.22 2.76
H: -1.46 -2.81 2.08
H: -3.22 -2.93 2.24
H: -2.20 -3.68 4.66
H: -2.02 -2.83 6.97
H: -1.99 -0.38 7.38
H: -2.15 1.18 5.48